Molecular formula: C5H13N3O
Method: DFT, the ωB97M-V functional and the def2-TZVPD basis

Each line ends with the Löwdin charge.
Geometry (Å):
C: 1.570 -0.301 -0.043  -0.1648
C: -0.256 0.320 1.850  -0.0603
C: 2.744 0.079 0.848  -0.1428
C: 0.212 0.801 0.513  -0.4648
O: 0.384 1.962 0.196  -0.0184
H: 1.346 -1.363 0.043  0.0686
H: 1.752 -0.035 -1.084  0.0772
H: -1.354 0.398 1.816  0.0769
H: 0.157 0.935 2.645  0.0874
H: -0.099 -0.739 2.018  0.0699
H: 2.580 -0.240 1.878  0.0654
H: 2.888 1.160 0.858  0.0714
H: 3.663 -0.405 0.508  0.0666
C: -1.862 -1.765 -1.557  -0.1059
N: -1.770 1.524 -1.341  0.0609
N: -1.536 0.337 -0.751  -0.1245
N: -1.282 -0.890 -0.568  0.0047
H: -1.985 2.230 -0.634  0.0953
H: -1.072 2.010 -1.892  0.1072
H: -2.805 -2.140 -1.145  0.0826
H: -2.082 -1.257 -2.499  0.0763
H: -1.193 -2.619 -1.659  0.0711

Computed properties:
frontier orbital gap (spin up / spin down): 0.2882 / 0.2883 hartree
structure (SMILES): CCC(C)=O.C/N=N\N
E: -11907.190 eV
energy above the lowest of the compared OMol25 structures with the same formula, charge and spin: 171.3 kcal per mole